Entry from the OMol25 dataset: C27H47AsN3O2PS2Si3W as an isolated structure at a distorted geometry (the ωB97M-V functional and the def2-TZVPD basis).

Last column: Löwdin charge in e.
CARTESIAN COORDINATES (ANGSTROEM)
C  6.1363  0.5587  -2.3445  -0.06
H  -0.1844  2.6019  0.0148  -0.02
H  -6.1378  -0.9084  0.0593  0.05
C  2.7713  3.6492  -0.4381  -0.09
H  -0.6480  1.9818  3.3651  0.05
O  1.8411  -3.1175  1.1766  -0.15
H  -3.2886  -4.1331  -0.0088  0.03
C  -3.3284  1.7301  2.5942  -0.20
C  2.4476  5.4119  1.1628  -0.05
H  2.3237  6.4649  1.3780  0.12
H  -4.3765  1.4321  2.5847  0.04
H  0.6333  -5.4227  2.0122  0.13
H  -3.5209  -2.7818  -2.4316  0.03
H  3.9966  0.6143  -2.5162  0.08
H  -4.6988  -3.7257  0.9496  0.06
C  -2.5693  -1.0716  3.4017  -0.20
H  -2.5118  0.8805  -3.4055  0.03
C  -4.1656  -2.0022  -2.0221  -0.21
H  -4.0487  -1.1027  -2.6296  0.03
C  -5.2074  -0.7422  0.6087  -0.19
H  -4.7831  1.7940  -1.4541  0.04
C  7.0232  0.7103  -0.1063  -0.05
C  0.6132  -2.3104  -2.4821  -0.38
H  -0.6522  -4.4641  2.7925  0.13
S  1.5574  0.4053  -1.0581  0.35
C  -4.0769  2.3743  -0.8586  -0.19
H  -4.0454  3.3831  -1.2874  0.06
H  2.6020  5.7163  -0.9583  0.12
H  0.1415  0.4072  3.4143  0.02
C  2.4592  4.4925  2.1999  -0.05
H  1.2756  -2.9932  -4.3286  0.18
P  3.0187  0.9998  0.2001  0.29
H  8.2242  0.5202  -1.8708  0.12
H  5.5906  0.9021  1.4724  0.11
H  2.8957  3.3269  -1.4662  0.11
C  4.8456  0.6484  -1.8445  -0.10
O  0.4469  -2.1945  2.5585  -0.14
H  7.8716  0.7303  0.5638  0.12
N  1.4588  -2.8883  -3.3433  0.13
N  1.1328  -2.3571  -1.2519  -0.14
C  0.0889  -4.4814  1.9991  -0.10
H  -0.0011  -4.5621  -0.0526  0.09
H  -1.4791  -4.5023  0.6860  0.05
C  5.7404  0.8064  0.4028  -0.08
N  -0.5371  -4.1374  0.6949  0.05
Si  -2.1074  0.3499  2.2896  0.30
C  2.6271  3.1415  1.9259  -0.09
H  -1.4780  -1.9537  -2.2622  0.01
C  2.7768  2.7247  0.6076  -0.40
H  -0.9351  -2.2025  -3.9191  0.11
C  -1.9788  1.6845  -2.8963  -0.22
C  -3.7031  -3.3789  0.6620  -0.21
W  0.7898  -1.3017  0.6136  1.09
H  3.0503  -3.1471  -0.5656  0.11
C  7.2189  0.5901  -1.4775  -0.04
H  -1.8169  -1.8587  3.4193  0.01
H  -3.1936  2.5904  1.9406  0.01
H  2.3440  4.8240  3.2229  0.12
H  -0.9073  1.5891  -3.0826  0.02
C  4.6538  0.7757  -0.4717  -0.39
H  6.2972  0.4633  -3.4097  0.11
H  -3.0870  2.0653  3.6079  0.05
H  -3.1024  -3.3160  1.5702  0.01
C  0.9673  -3.2470  2.0807  -0.60
H  -5.1988  -2.3401  -2.1414  0.05
H  -4.4612  2.4580  0.1523  0.01
H  -2.2944  2.6241  -3.3601  0.05
Si  -3.8555  -1.7326  -0.2038  0.32
H  2.6353  2.4198  2.7338  0.09
H  3.4001  -3.8088  -3.1678  0.13
S  2.6640  -0.2728  1.7643  0.42
H  -2.6664  -0.6738  4.4158  0.05
H  -3.5321  -1.5092  3.1321  0.02
H  -5.3598  -1.0905  1.6323  0.04
C  -0.6732  -1.7543  -2.9613  -0.02
C  2.6033  4.9921  -0.1549  -0.05
H  -5.0354  0.3287  0.6454  -0.01
As  -1.8196  -0.4347  0.0005  0.77
H  -0.8362  3.7689  -1.1203  0.05
C  -0.4426  1.0792  2.7834  -0.24
Si  -2.3154  1.8163  -1.0642  0.37
C  2.3823  -2.9858  -1.3871  -0.11
H  -0.5943  -0.6783  -3.0991  0.06
H  -1.5541  3.6235  0.4773  0.04
H  0.1902  1.3932  1.9521  -0.03
C  -1.1092  3.0525  -0.3401  -0.20
C  2.5821  -3.3124  -2.6774  -0.03

For the HOMO energy (spin up / spin down), the calculation gives -13.106 / -14.025 eV. As for the LUMO energy (spin up / spin down): -6.5 / -6.3 eV. The spin multiplicity is 3. Its total charge is +2.



Entry from the OMol25 dataset: C10H10F5O3S4Se2W as an isolated structure at a distorted geometry (the ωB97M-V functional and the def2-TZVPD basis).

Last column: Löwdin charge in e.
CARTESIAN COORDINATES (ANGSTROEM)
S  2.6539  0.7688  -0.7457  0.52
W  0.3551  0.6781  -0.5690  0.56
F  1.1585  3.4813  0.2906  0.06
C  0.3624  3.5947  -0.8053  -0.63
H  0.9204  -1.6244  2.0499  0.06
O  -2.0259  0.0834  0.1616  -0.22
H  -0.3421  -3.3252  0.9560  0.05
Se  0.0367  -1.7370  -0.8800  0.62
C  2.0492  0.6349  -3.4022  -1.14
H  -2.7962  -2.9325  2.5294  0.13
C  -0.7563  2.5606  -0.6783  -0.54
C  4.3344  0.5950  -4.7099  -1.04
H  -0.6370  -3.8584  2.9496  0.07
F  -0.0674  4.8555  -0.8732  0.16
C  -1.9169  -2.3910  2.9399  -0.22
S  0.3427  0.6972  -3.0621  0.51
H  -2.5481  0.8926  0.1494  0.08
C  -2.2789  -0.5211  1.4593  -0.21
Se  0.5047  0.8719  1.9404  0.60
F  -1.6582  2.6490  -1.7201  -0.01
F  1.1377  3.3541  -1.8717  0.09
C  -0.9533  -2.4815  0.6243  -0.53
H  0.0667  -1.0111  3.4643  0.05
S  4.6658  0.5904  -2.9735  0.95
F  -1.5129  2.8930  0.4380  -0.02
H  -1.8965  -2.8597  0.2249  0.07
C  -1.2353  -1.5708  1.8245  -0.58
C  3.0079  0.6634  -2.4534  -1.12
H  -2.2744  0.2542  2.2322  0.11
O  -1.0362  -3.2964  3.6163  -0.06
H  -3.2625  -0.9820  1.3941  0.13
H  -2.2733  -1.7056  3.7114  0.13
C  0.0838  -0.9830  2.3847  -0.54
S  2.6031  0.5894  -5.0497  0.96
O  5.1883  0.5721  -5.5468  -0.08

For the HOMO energy (spin up / spin down), the calculation gives -4.206 / -4.662 eV. As for the LUMO energy (spin up / spin down): 2.4 / 2.3 eV. The spin multiplicity is 3. Its total charge is -1.



Entry from the OMol25 dataset: a 2-piece molecular cluster, C9H12OSe overall at a distorted geometry (the ωB97M-V functional and the def2-TZVPD basis).

Last column: Löwdin charge in e.
CARTESIAN COORDINATES (ANGSTROEM)
C  -2.7389  0.9012  -1.6079  -0.09
C  2.2594  -1.8784  0.0658  -0.15
H  -4.2998  1.8839  -0.4372  0.10
H  -0.5130  1.4440  1.5522  0.11
H  -0.9245  0.1240  -2.5017  0.14
O  1.9768  0.9799  2.5116  -0.15
H  0.1735  -1.5202  0.8090  0.16
H  2.8266  -1.4067  0.9226  0.06
Se  2.1299  1.2567  -0.2638  0.93
H  3.0449  -1.6894  -0.8921  0.13
C  -0.6168  0.7073  -0.4490  -0.30
H  0.3565  -1.8405  -0.7328  0.11
H  2.8198  1.2990  2.8457  0.04
H  -3.5454  0.7186  -2.3569  0.12
H  -2.8430  2.4404  1.4289  0.08
C  0.8825  -1.2004  -0.0477  -0.33
C  -1.3980  0.5670  -1.5677  -0.07
C  -3.2358  1.6881  -0.5519  -0.09
H  2.0412  -2.8922  0.1044  0.03
C  0.7724  0.2318  -0.2065  -0.78
H  1.7850  0.3496  3.2385  0.06
C  -2.4612  1.9118  0.6092  -0.07
C  -1.1487  1.4364  0.6433  -0.04

For the HOMO energy (spin up / spin down), the calculation gives -7.846 / -7.846 eV. As for the LUMO energy (spin up / spin down): 0.0 / 0.0 eV. Its SMILES is CCC(=[Se])c1ccccc1.O.



Entry from the OMol25 dataset: the molecule C7H8N2O at a distorted geometry (the ωB97M-V functional and the def2-TZVPD basis).

Last column: Löwdin charge in e.
CARTESIAN COORDINATES (ANGSTROEM)
H  0.7128  -1.7629  2.7027  0.09
H  1.8694  0.7121  -2.0845  0.06
C  0.7516  -0.0750  0.3749  -0.10
O  -2.4040  -0.6417  1.9995  0.16
H  1.3333  -1.0077  0.2845  0.13
C  0.5044  -0.7238  2.8414  -0.01
C  0.0364  0.3771  -0.8276  -0.32
N  -0.1374  -0.3521  1.5845  -0.11
H  1.4455  0.6814  0.8317  0.13
N  -1.2878  0.6103  -2.5709  -0.05
H  -2.1542  0.4867  -3.1316  0.15
H  -0.1880  -0.7203  3.7214  0.11
C  -1.3913  -0.3699  1.4731  -0.25
H  1.2678  0.0316  3.1767  0.12
C  -1.3095  0.4900  -1.2260  -0.01
H  0.0833  0.8897  -4.1491  0.11
C  0.8671  0.5942  -1.9508  -0.08
C  0.0005  0.7804  -3.0499  -0.13

For the HOMO energy (spin up / spin down), the calculation gives -7.168 / -7.593 eV. As for the LUMO energy (spin up / spin down): -0.7 / 0.2 eV.



Energy relative to the best compared isomer or geometry (same formula, charge and spin), record by record: 2.173 0.000 1.067 5.170 eV
Molecular weight, record by record: 883.8 743.2 215.2 136.2 g mol⁻¹